Entry from OMol25: a structure of composition C35H58N3OP2Sr in a non-equilibrium geometry (wB97M-V/def2-TZVPD).

XYZ file:
```
100
Properties=species:S:1:pos:R:3:forces:R:3
C -1.458976 5.021083 -0.158728 -0.20 0.10 0.00
H 2.505449 5.255586 -1.981304 -0.36 0.17 -0.17
H 2.513251 -3.401960 -0.895467 0.43 0.62 -0.16
C -1.538908 3.671234 -0.902864 0.71 -0.28 0.41
C 1.504458 4.796152 -1.918516 0.51 0.31 0.19
H 2.721771 -4.643359 1.146024 -0.14 -0.05 0.10
H 0.227830 2.429424 -3.053780 1.08 -0.27 0.45
H 2.553143 -2.389344 2.445817 -0.20 -0.06 0.12
C -0.305803 -3.832770 -1.104352 -0.16 0.12 0.68
H -2.220742 -3.721427 0.042642 0.23 -0.01 -0.46
H -0.559111 2.255128 2.913524 0.48 -0.34 0.46
N 1.427967 -0.253147 -1.323854 -0.13 -0.06 0.19
H -1.620941 -1.079123 -5.746082 0.00 0.15 0.27
C -1.874472 3.865958 -2.373058 -0.33 0.40 -0.05
H -0.101452 1.384522 -5.013977 -0.36 -0.02 0.32
H 2.740100 4.802049 0.754635 -0.29 0.27 0.37
C -3.453218 0.588012 -4.354993 -0.97 -0.04 -0.02
H 2.391775 0.183066 6.378612 -0.08 0.06 -0.13
C -1.191861 1.520094 -4.998017 0.17 0.29 -0.02
C 1.794903 -4.905491 1.669045 0.05 -0.23 0.47
C -2.689778 2.867330 -0.259995 -0.14 0.02 -0.06
H 1.378074 3.877282 1.448019 0.13 0.36 -0.23
P 0.112172 2.662449 -0.633768 0.36 0.25 -0.99
H -0.781939 5.748509 -0.625166 -0.20 -0.33 0.14
H -3.918814 -0.403116 -4.432791 -0.11 0.34 -0.14
H 3.060783 -2.255729 0.341998 -0.72 -0.16 -0.15
H 1.570294 1.848954 1.403423 -0.11 -0.42 0.37
C 1.684303 4.534453 0.611462 0.67 0.50 -0.01
H 3.935421 -0.477461 -4.318648 -0.44 0.02 0.25
C 0.878556 -3.688467 1.838827 -0.22 -0.20 -0.29
N 1.546490 0.958737 1.919119 0.38 0.08 -0.09
C 2.278763 -2.427866 -0.428304 -0.19 -0.31 0.01
C 0.139362 -3.401684 -2.505076 0.12 0.13 -0.03
C 2.218926 0.548129 -3.478041 0.66 -0.32 -0.33
H -1.038515 -4.820482 1.882274 0.24 0.24 0.19
H 1.319125 4.302333 -2.883988 0.08 0.04 0.44
H 2.411000 0.459085 1.707776 -0.19 0.18 0.30
H 0.959030 -1.817350 3.015695 0.11 -0.16 -0.08
H 1.004736 -5.586490 -1.016550 -0.16 0.03 0.04
C 0.073862 1.758681 3.679078 -0.20 -0.08 0.40
H -2.519419 2.654913 0.810892 0.01 0.17 -0.23
C 1.568486 -2.710701 2.808896 -0.07 0.01 -0.03
H -1.201404 2.342964 5.332480 0.51 -0.29 -0.09
H 3.710177 3.678676 -0.743862 0.14 -0.12 0.11
H -0.266926 -4.515371 3.465852 -0.19 0.07 -0.33
C -1.369962 -0.916816 -4.688482 0.08 -0.66 -0.09
O -3.542842 -0.247639 3.381592 3.18 0.13 -3.12
H -1.756560 -1.763613 -4.104845 0.01 0.19 -0.22
C -0.280237 1.819899 5.039075 0.25 0.00 -0.24
H 1.331705 -5.754341 1.157721 0.05 0.31 0.12
H -1.425615 2.539505 -4.679452 0.06 -0.25 0.04
H 2.968757 2.600367 -1.935661 0.08 0.04 0.28
C 1.411947 0.739566 -2.309615 -0.96 0.69 0.35
H -3.710627 1.231799 -5.201705 0.04 -0.38 -0.02
H 1.708689 -3.231399 3.768100 0.03 0.20 -0.21
H -2.065230 -2.490529 -1.243426 0.19 -0.41 0.08
P 0.573586 -2.761660 0.241960 -0.23 0.30 -0.13
H 2.943057 2.158175 -0.213257 0.13 -0.03 -0.08
H -1.098226 4.402702 -2.925557 0.01 -0.18 0.07
H 3.041066 0.099707 3.953247 -0.09 -0.07 0.14
C 1.740020 0.608303 5.620534 -0.12 0.11 -0.06
H -3.873725 1.071511 -3.452526 0.04 -0.14 -0.55
H -1.157525 4.893775 0.892812 -0.08 0.00 -0.30
H 0.020862 -2.323151 -2.668680 0.09 -0.20 0.12
C -1.905938 0.337787 -2.698641 1.50 -0.59 2.31
H 0.270245 1.315979 7.057944 0.19 -0.12 -0.35
H 2.068650 -5.246385 2.677866 0.07 -0.07 -0.22
C 3.284601 -1.327912 -2.434814 -0.33 -0.74 0.69
C 3.205851 -0.425422 -3.501685 -0.58 0.86 -0.15
H 1.180685 -3.672308 -2.703454 -0.10 0.09 0.00
C -1.938604 0.415964 -4.197914 0.13 0.32 0.18
C -1.824611 -3.536229 -0.975935 -0.07 -0.05 0.09
H -3.625500 3.447125 -0.342032 0.29 -0.11 0.14
H -0.271117 -0.915614 -4.596343 -0.39 0.03 0.01
H -1.500870 1.467103 -6.062289 -0.12 -0.30 0.64
H -2.077138 2.905595 -2.860848 0.06 0.29 0.16
Sr -0.552982 -0.036334 0.695597 0.55 0.44 -1.02
H -2.784301 4.485846 -2.442838 0.13 -0.22 -0.04
H 4.030314 -2.125116 -2.394699 -0.26 0.26 -0.17
C -0.477487 -4.080053 2.473546 0.12 -0.11 0.07
H 0.763178 5.596534 -1.771670 0.34 -0.32 -0.04
H 1.076836 5.448508 0.631427 0.19 -0.30 0.16
H -2.370749 -4.193725 -1.680242 0.18 0.27 0.34
H -1.135341 -3.204567 2.634902 0.31 -0.27 -0.12
H -2.463396 5.480186 -0.154574 0.29 -0.16 -0.01
N -1.943993 0.079366 -1.551550 -0.11 0.45 -3.02
C 2.312603 -1.272500 -1.434895 0.57 0.29 -0.61
C 2.103464 0.540901 4.276253 -0.51 0.27 0.14
H -2.869839 1.922849 -0.781134 0.07 0.23 0.18
C 0.554886 1.239621 6.006072 -0.38 0.24 -0.25
H -0.479806 -3.922905 -3.250365 0.09 0.07 0.20
H -0.480088 -5.771080 -0.032253 0.16 0.24 -0.21
C 1.257536 1.098057 3.315944 0.04 0.16 -0.39
C 2.881527 2.989993 -0.921054 -0.11 0.23 -0.08
C -2.715261 -0.214418 2.574736 -3.37 -0.15 3.32
C 1.601586 3.814151 -0.739230 -0.94 0.73 0.95
C 0.691837 1.967465 -2.157270 -1.85 -2.49 -1.41
H 2.125986 1.289983 -4.278181 0.16 -0.29 0.27
H -0.560703 -5.847163 -1.790075 0.13 0.08 0.17
C -0.060029 -5.339203 -0.950943 -0.19 -0.15 -0.26
```
Forces are in eV/Å.

Summary:
orbital gap: 5.118 eV
HOMO energy: -0.297 hartree
net charge: +1
E: -63162.8340 eV
relative energy (zero: lowest compared OMol25 entry of this formula, charge and spin): 0.616 eV